## A
ORCA calculation (ωB97M-V/def2-TZVPD) on a 2-piece molecular cluster, C6H10O overall.

The geometry in ORCA input format:
```
! RIJCOSX wB97M-V def2-TZVPD def2/J DEFGRID3
* xyz -1 2
C 0.93793 -1.11263 -1.35994
C 0.50079 -2.31144 -0.88054
C 0.36180 0.48845 0.48325
C 0.98615 0.13967 -0.72300
C 0.18514 1.85233 2.53314
C 0.83705 1.43854 1.40771
H 1.26377 -1.12803 -2.39777
H 0.72349 -3.30195 -1.25899
H 0.16734 -2.37277 0.14797
H -0.61796 0.06183 0.73020
H 1.61963 0.85709 -1.24870
H -0.86395 1.59106 2.67583
H 0.53306 2.62149 3.22527
H 1.84437 1.80160 1.19043
H -2.34142 0.32866 -1.17193
H -3.45686 -0.68796 -1.49116
O -2.68033 -0.26594 -1.86177
*
```

Calculated values
Kohn-Sham gap (alpha / beta): 0.1689 / 0.2272 hartree
HOMO (alpha / beta): -0.027 / -0.088 Eh



## B
ORCA calculation (ωB97M-V/def2-TZVPD) on an isolated ion of composition C6H10O and charge -1.

The geometry in ORCA input format:
```
! RIJCOSX wB97M-V def2-TZVPD def2/J DEFGRID3
* xyz -1 2
C -2.23678 0.25939 0.95907
C -0.87900 0.68394 0.42442
C -0.11112 1.53864 1.12017
C 1.88085 -1.11248 -1.24638
O 1.90281 -2.07380 -0.17083
C 0.96516 0.10683 -1.06213
C -0.39118 0.03488 -0.78484
H -2.82308 -0.05592 0.05339
H -2.73259 0.99755 1.63969
H -1.98219 -0.69201 1.51022
H -0.55112 1.95071 2.01829
H 0.91105 1.76796 0.89633
H 2.83281 -0.51042 -1.33450
H 1.63708 -1.62766 -2.15557
H 1.14747 -1.79976 0.42301
H 1.43704 1.07171 -0.88782
H -1.00722 -0.53955 -1.40251
*
```

Calculated values
Kohn-Sham gap (alpha / beta): 0.1761 / 0.2346 hartree
HOMO (alpha / beta): -0.023 / -0.083 Eh



## C
ORCA calculation (ωB97M-V/def2-TZVPD) on an isolated ion of composition C6H10O and charge -1.

The geometry in ORCA input format:
```
! RIJCOSX wB97M-V def2-TZVPD def2/J DEFGRID3
* xyz -1 2
C 0.33994 3.14421 -0.05076
C 0.04968 1.82088 0.65520
C 0.17319 0.63679 -0.24628
C -0.11556 -0.64819 0.22589
C 0.00305 -1.85278 -0.50740
C -0.54538 -3.05403 -0.14172
O -0.35269 -4.26042 -0.85151
H -0.28128 3.22853 -0.94582
H 1.38878 3.15913 -0.38709
H 0.12281 4.00553 0.58934
H -0.95471 1.87603 1.08994
H 0.71934 1.74814 1.53392
H 0.67570 0.81153 -1.19487
H -0.62542 -0.72115 1.18030
H 0.51964 -1.82040 -1.45888
H -1.12212 -3.15220 0.76304
H 0.00503 -4.92160 -0.25331
*
```

Calculated values
Kohn-Sham gap (alpha / beta): 0.1279 / 0.2253 hartree
HOMO (alpha / beta): 0.021 / -0.083 Eh



Least stable of them? B.



## A
ORCA calculation (ωB97M-V/def2-TZVPD) on a 2-piece molecular cluster, C4H13N3 overall.

The geometry in ORCA input format:
```
! RIJCOSX wB97M-V def2-TZVPD def2/J DEFGRID3
* xyz 1 2
N 0.27789 -0.29333 -3.09047
C 1.38029 -1.05718 -2.75667
N 1.61318 -2.22252 -3.30139
H 0.01330 0.44940 -2.45042
H -0.41884 -0.71100 -3.70045
H 2.11767 -0.58048 -2.09450
H 2.59707 -2.38043 -3.32952
C -1.06673 -0.35376 0.63009
N -0.10637 0.16243 1.62467
C 0.28206 1.56433 1.26466
C -0.83311 0.26390 2.93756
H -0.66873 -0.46535 -0.39630
H -1.85867 0.40703 0.57933
H -1.52934 -1.29227 0.93891
H 1.06122 1.99372 1.90720
H 0.72446 1.42297 0.27025
H -0.55943 2.28184 1.12413
H -0.16883 0.67740 3.71068
H -1.09680 -0.75901 3.24041
H -1.76029 0.89230 2.89182
*
```

Calculated values
Kohn-Sham gap (alpha / beta): 0.3213 / 0.1171 hartree
HOMO (alpha / beta): -0.436 / -0.436 Eh



## B
ORCA calculation (ωB97M-V/def2-TZVPD) on an isolated ion of composition C4H13N3 and charge +1.

The geometry in ORCA input format:
```
! RIJCOSX wB97M-V def2-TZVPD def2/J DEFGRID3
* xyz 1 2
C 1.08541 1.14892 0.23178
N 2.43285 0.76631 0.73470
C 0.30416 -0.24653 0.34285
C 0.21310 -0.42075 1.82317
N -0.97288 -0.15490 -0.28655
C -1.15322 -0.91335 -1.52370
N -2.39735 -0.42499 -2.16501
H 0.60229 1.92846 0.87855
H 1.06943 1.61149 -0.82615
H 3.03658 0.53172 -0.04953
H 2.94374 1.59121 1.13259
H 0.92910 -0.97974 -0.22902
H 1.19970 -0.46073 2.37059
H -0.36413 0.28695 2.45350
H -0.30465 -1.45470 1.99628
H -1.62877 -0.27972 0.47304
H -1.14797 -2.01503 -1.26754
H -0.34050 -0.69186 -2.17064
H -3.15752 -0.37441 -1.43942
H -2.34936 0.55165 -2.47950
*
```

Calculated values
Kohn-Sham gap (alpha / beta): 0.4155 / 0.2222 hartree
HOMO (alpha / beta): -0.518 / -0.512 Eh



Least stable of them? A.



## A
ORCA calculation (ωB97M-V/def2-TZVPD) on a 2-piece molecular cluster, CH5NO3S overall.

The geometry in ORCA input format:
```
! RIJCOSX wB97M-V def2-TZVPD def2/J DEFGRID3
* xyz 0 1
O 0.18845 0.85586 1.40185
C 0.02457 0.82558 0.25620
O -1.02691 1.30221 -0.44903
N 1.03076 0.30860 -0.49990
S 2.09327 -0.69888 0.34327
H -1.68535 1.71684 0.07035
H 0.71919 -0.03852 -1.38828
H 3.15387 -0.06505 -0.22787
O -1.61256 -1.06319 0.06921
H -0.76074 -1.27092 0.41791
H -2.12457 -1.87254 0.00627
*
```

Calculated values
Kohn-Sham gap: 0.3627 hartree
structure (SMILES): O=C(O)NS.O
HOMO: -0.345 Eh



## B
ORCA calculation (ωB97M-V/def2-TZVPD) on a 2-piece molecular cluster, CH5NO3S overall.

The geometry in ORCA input format:
```
! RIJCOSX wB97M-V def2-TZVPD def2/J DEFGRID3
* xyz 0 1
C -0.45302 0.87274 0.89607
N 2.75330 -0.53534 -0.86799
O -2.05410 -0.26969 -0.83018
O 0.05687 -1.45653 -0.33933
O 2.79129 0.64419 -0.46616
S -1.06679 -0.83629 0.37303
H -1.23349 1.67800 0.68569
H -0.15472 0.64612 1.90702
H 0.41353 0.96765 0.14853
H 1.73409 -0.92177 -0.57915
H -2.78697 -0.78909 -0.92754
*
```

Calculated values
Kohn-Sham gap: 0.3312 hartree
HOMO: -0.327 Eh



Least stable of them? B.



## A
ORCA calculation (ωB97M-V/def2-TZVPD) on a 19-piece molecular cluster, C2H40O20 overall.

The geometry in ORCA input format:
```
! RIJCOSX wB97M-V def2-TZVPD def2/J DEFGRID3
* xyz -2 1
O -1.72094 -0.57046 -0.15685
C -0.39870 -0.06625 -0.07122
C -0.24558 0.99572 0.88601
O 1.05688 1.58361 0.91053
H -0.14610 0.28989 -1.06216
H 0.34367 -0.83133 0.03099
H -0.47495 0.65195 1.86353
H -0.98365 1.69521 0.62072
O 1.12908 1.80204 -3.39182
H 0.41290 1.58428 -2.80890
H 1.25629 2.76231 -3.40795
O 1.97769 -2.76124 1.29042
H 1.77209 -3.17601 0.49936
H 2.32686 -1.90876 1.17576
O -4.40661 -1.16404 -1.25285
H -4.33248 -0.88615 -2.14957
H -3.56758 -1.05636 -0.83263
O 0.80443 3.80796 2.26024
H 0.68691 3.02714 1.62992
H 1.25773 3.47570 3.05804
O 3.05124 2.90369 -0.18758
H 2.39118 2.45201 0.43764
H 2.47890 2.96233 -0.95389
O -0.10953 2.99124 -1.15237
H 0.07617 2.29136 -0.50628
H -0.85550 3.33429 -0.72659
O -1.12696 -3.09267 -0.90405
H -1.46752 -3.14528 -1.81669
H -1.30182 -2.18032 -0.62468
O 0.38537 1.36282 3.89232
H 1.26331 1.27226 4.29806
H 0.33213 1.10470 2.95718
O -2.94107 1.48023 -1.21027
H -2.51424 0.75323 -0.69776
H -3.43842 1.97897 -0.55731
O -1.39254 -0.72347 -2.97271
H -1.54341 -0.46861 -2.05001
H -2.09948 -1.30005 -3.21144
O 1.54008 -3.85393 -1.06223
H 0.65395 -3.48677 -1.04172
H 1.45223 -4.73257 -1.45083
O 2.65835 -0.09784 1.96322
H 2.18870 0.63993 1.55510
H 2.32891 -0.02305 2.88741
O 0.97043 -1.63602 -3.54923
H 1.44454 -1.54803 -2.72475
H 0.05800 -1.35684 -3.36144
O -0.53034 -2.04105 2.12685
H -0.72858 -1.38734 1.43604
H 0.30165 -2.41094 1.83860
O 2.24688 0.07699 -1.51958
H 1.63906 0.27735 -0.80737
H 1.85026 0.43991 -2.28453
O -2.46374 1.12209 3.82580
H -1.52811 1.16077 3.74959
H -2.63776 0.53162 3.12853
O -3.38213 -0.16307 1.77059
H -2.76506 -0.33182 1.08847
H -4.31249 -0.08061 1.55860
O 3.93424 -1.35898 -0.42041
H 4.03602 -2.01736 -1.10559
H 3.10916 -0.95439 -0.70622
*
```

Calculated values
Kohn-Sham gap: 0.3047 hartree
HOMO: -0.138 Eh



## B
ORCA calculation (ωB97M-V/def2-TZVPD) on a 19-piece molecular cluster, C2H40O20 overall.

The geometry in ORCA input format:
```
! RIJCOSX wB97M-V def2-TZVPD def2/J DEFGRID3
* xyz -2 1
O -2.12376 -0.41129 0.35244
C -1.12376 0.38571 0.86944
C 0.16324 0.32771 0.01944
O 1.05624 1.29271 0.52044
H -0.94476 -0.08329 1.84344
H -1.57776 1.37171 0.87644
H -0.04476 0.57071 -1.04456
H 0.72924 -0.54829 0.09744
O 4.16424 2.54671 -0.19956
H 3.92524 1.68071 0.12744
H 3.96024 2.58571 -1.13256
O 0.10524 -2.64529 1.38544
H 0.35924 -1.74029 1.42244
H -0.77476 -2.64529 0.98644
O 2.22924 -1.33229 -2.36156
H 1.31024 -1.33829 -2.50556
H 2.53224 -2.13729 -2.74556
O -1.93476 -2.94629 -0.49856
H -2.24876 -2.22029 0.01444
H -2.31076 -3.71929 -0.09556
O -0.42576 -1.26129 -2.62956
H -0.58976 -0.48629 -3.17456
H -0.32076 -0.88429 -1.72056
O 3.19124 0.08071 0.53044
H 2.37924 0.52771 0.43344
H 3.39624 0.21671 1.45844
O -1.28976 0.92171 -4.04856
H -0.81676 1.72571 -4.18656
H -1.85976 1.09971 -3.34656
O 3.72424 -2.65529 -0.22456
H 4.30724 -2.83329 -0.97956
H 3.42324 -1.70129 -0.24156
O -0.19376 3.50971 0.09344
H -1.04376 3.57171 0.52544
H 0.17324 2.65171 0.29344
O 1.37524 -0.37029 2.74344
H 0.99424 0.00571 1.90844
H 0.82324 -0.04229 3.43944
O -2.89576 -1.95429 2.26944
H -2.57976 -1.31529 1.62344
H -2.20176 -1.96029 2.92944
O -4.09376 1.21271 1.29444
H -4.13176 0.84671 2.19444
H -3.24176 0.85971 0.99144
O 1.11224 -3.66729 -1.02756
H 1.99224 -3.28229 -1.17056
H 0.97424 -3.35729 -0.15056
O -0.22776 2.17271 2.99244
H -0.75076 1.42571 3.34644
H -0.12476 1.79271 2.13844
O -2.80876 1.03571 -1.73056
H -2.49976 0.49571 -0.95656
H -2.26476 1.83971 -1.59656
O 1.88224 2.51571 -1.88556
H 1.47224 2.18471 -1.07356
H 1.90424 1.80371 -2.44256
O 2.43424 3.07571 1.95844
H 2.12224 2.76471 2.81244
H 2.08824 2.39271 1.37844
O -4.69476 -1.32729 -0.74656
H -3.88176 -1.08129 -0.32656
H -4.28276 -1.54429 -1.62756
*
```

Calculated values
Kohn-Sham gap: 0.3059 hartree
HOMO: -0.131 Eh



Least stable of them? B.



## A
ORCA calculation (ωB97M-V/def2-TZVPD) on a 2-piece molecular cluster, C2O3S overall.

The geometry in ORCA input format:
```
! RIJCOSX wB97M-V def2-TZVPD def2/J DEFGRID3
* xyz 0 1
O 0.85676 -1.41382 2.05753
C 0.59794 -0.29096 1.96767
O 0.56435 0.84819 1.79167
O -2.27077 0.83056 -1.85968
C -1.15331 0.57421 -1.76262
S 0.31869 0.27442 -1.63588
*
```

Calculated values
Kohn-Sham gap: 0.4139 hartree
structure (SMILES): O=C=O.O=C=S
HOMO: -0.401 Eh



## B
ORCA calculation (ωB97M-V/def2-TZVPD) on a 2-piece molecular cluster, C2O3S overall.

The geometry in ORCA input format:
```
! RIJCOSX wB97M-V def2-TZVPD def2/J DEFGRID3
* xyz 0 1
O -3.05465 0.15050 0.59840
C -2.20646 -0.11098 -0.12718
O -1.25274 -0.25413 -0.75220
O 2.91326 1.13674 0.07964
C 2.20262 0.19659 0.02684
S 1.39798 -1.11873 0.17449
*
```

Calculated values
Kohn-Sham gap: 0.4014 hartree
structure (SMILES): O=C=O.O=C=S
HOMO: -0.390 Eh



Least stable of them? B.



## A
ORCA calculation (ωB97M-V/def2-TZVPD) on a 3-piece molecular cluster, C2H8NO2 overall.

The geometry in ORCA input format:
```
! RIJCOSX wB97M-V def2-TZVPD def2/J DEFGRID3
* xyz -1 1
C 0.59683 0.57594 -0.66973
N 0.24073 -0.67481 -0.04817
C -2.27865 -0.47572 -0.00319
O -2.15368 0.63239 0.58818
H 0.60485 0.64943 -1.74916
H 0.00241 1.45031 -0.27258
H 1.67587 0.68873 -0.33134
H -0.83706 -0.70797 0.14090
H -2.47593 -0.47772 -1.08870
H -2.84320 -1.32508 0.45934
H 0.98759 -0.82678 0.63806
H 3.65692 0.46427 1.26343
O 2.82332 0.02702 1.07296
*
```

Calculated values
Kohn-Sham gap: 0.2083 hartree
HOMO: -0.098 Eh



## B
ORCA calculation (ωB97M-V/def2-TZVPD) on a 2-piece molecular cluster, C2H8NO2 overall.

The geometry in ORCA input format:
```
! RIJCOSX wB97M-V def2-TZVPD def2/J DEFGRID3
* xyz -1 1
C -2.56547 -0.21351 -0.54592
O -1.35706 0.23206 -0.06414
H -2.95021 -1.18038 -0.13243
H -2.52026 -0.25927 -1.64467
H -3.34776 0.51836 -0.28822
N 2.59071 0.64619 0.02921
C 1.39748 0.09729 0.74134
O 0.80511 -0.97286 0.10362
H 2.34394 0.65341 -0.95833
H 3.43890 0.09215 0.01752
H 0.76712 0.93392 1.09346
H 1.80043 -0.23654 1.69276
H -0.40293 -0.31082 -0.04419
*
```

Calculated values
Kohn-Sham gap: 0.2864 hartree
HOMO: -0.125 Eh



Least stable of them? A.